1.
Molecular formula: C2H2FO3S
Method: DFT, ωB97M-V/def2-TZVPD

CARTESIAN COORDINATES (ANGSTROEM)
C: 1.66621 -0.06163 -0.07160
C: 0.30417 -0.54474 -0.04832
O: -1.76812 0.35761 1.54278
O: -2.15006 -0.18663 -0.85670
O: -1.01484 1.76739 -0.31013
F: -0.07504 -1.86076 0.19541
S: -1.29452 0.42135 0.14686
H: 1.82239 0.87465 -0.39904
H: 2.50982 -0.76725 -0.19926

* total energy: -21801.646 eV
* total charge: -1
* LUMO energy: 3.99 eV
* HOMO level: -4.9 eV
* SMILES string: C=C(F)S(=O)(=O)[O-]

Atomic partial charges in e from the Löwdin method, atoms 1 to 4: 0.0463, -0.2821, -0.3755, -0.3807

=====

2.
Molecular formula: C2H2FP
Method: DFT, ωB97M-V/def2-TZVPD

CARTESIAN COORDINATES (ANGSTROEM)
C: -0.99524 0.17287 -0.06549
C: 0.80554 -0.24685 0.05331
F: -1.47878 1.36478 0.01431
P: -0.70202 -1.40307 0.01589
H: 1.25017 -0.19853 -0.87239
H: 1.12034 0.31081 0.85437

* total energy: -14108.476 eV
* total charge: 0
* LUMO energy: 0.57 eV
* HOMO level: -8.6 eV
* SMILES string: FC1=PC1

Atomic partial charges in e from the Löwdin method, atoms 1 to 4: -0.5968, -0.2855, 0.0622, 0.8664

=====

3.
Molecular formula: C2H2GdO2
Method: DFT, ωB97M-V/def2-TZVPD

CARTESIAN COORDINATES (ANGSTROEM)
C: -0.95770 0.34529 -0.07734
C: -0.45694 1.17855 -0.83975
O: 2.22113 -0.18474 -0.43076
Gd: 1.63741 -1.64557 0.87901
H: -0.56485 1.99039 -1.54355
O: -0.60621 -0.72937 0.67369
H: -1.27284 -0.95455 1.33869

* total energy: -27023.942 eV
* total charge: +1
* ⟨S²⟩: 16.29
* LUMO energy (spin up / spin down): -5.87 / -6.16 eV
* multiplicity: 8
* HOMO level (spin up / spin down): -13.9 / -13.8 eV

Atomic partial charges in e from the Löwdin method, atoms 1 to 4: -0.2049, 0.1720, -0.6746, 1.7094